Entry 1:
DFT (ωB97M-V/def2-TZVPD) results for C25H28F5MnO2 as an isolated structure.

```
61
Properties=species:S:1:pos:R:3:forces:R:3:lowdin_spin:R:1
O -3.832 -2.488 -0.390 -0.92 -1.47 0.13 0.000
C -3.802 -3.815 0.234 0.84 -0.04 0.59 0.000
C -5.115 -4.282 -0.342 0.25 0.64 0.04 0.000
H -3.822 -3.744 1.327 0.35 0.05 -0.16 0.000
H -2.943 -4.398 -0.120 -0.06 0.19 0.25 0.000
C -5.090 -2.893 -1.005 -1.00 -0.03 -0.51 0.000
H -5.901 -4.387 0.406 -0.02 -0.25 -0.22 0.000
H -5.020 -5.131 -1.013 -0.29 -0.04 0.01 0.000
C -6.272 -2.055 -0.568 -0.21 0.18 -0.12 0.000
H -6.349 -2.006 0.526 0.14 0.11 -0.24 0.000
H -7.181 -2.555 -0.940 0.17 0.23 0.08 0.000
H -6.231 -1.044 -0.995 0.01 -0.16 0.22 0.000
C -5.016 -2.996 -2.510 -0.10 0.13 -0.23 0.000
H -4.183 -3.637 -2.822 -0.05 0.25 0.03 0.000
H -4.940 -2.003 -2.971 0.14 -0.23 0.00 0.000
H -5.947 -3.468 -2.855 0.20 0.14 -0.03 0.000
Mn 2.402 2.183 -0.700 2.86 1.23 4.10 4.167
C 3.841 1.720 -2.307 0.28 -1.33 -0.43 0.067
C 4.327 1.127 -1.100 0.24 -1.32 -1.08 0.088
C 3.328 0.234 -0.599 0.44 -1.10 -1.36 0.067
H 5.331 1.245 -0.702 -0.39 0.22 0.12 0.006
C 2.191 0.286 -1.484 1.75 -1.44 -1.33 0.044
C 2.529 1.205 -2.554 0.94 -2.10 -1.14 0.063
H 1.947 1.367 -3.466 0.12 0.16 0.61 0.005
H 4.414 2.357 -2.982 -0.31 -0.01 0.37 0.007
H 3.431 -0.439 0.253 -0.12 0.51 -0.12 0.006
H 1.319 -0.354 -1.416 0.13 0.45 -0.02 0.006
C 1.867 4.399 -0.580 -1.13 0.29 0.01 0.082
C 1.413 3.739 -1.768 -1.95 1.00 0.24 0.067
C 0.526 2.661 -1.371 -1.64 2.09 0.54 0.040
H 1.596 4.073 -2.790 0.08 -0.29 0.38 0.006
C 0.493 2.636 0.080 -1.34 1.50 -0.71 0.049
C 1.306 3.721 0.542 -1.30 0.81 -0.38 0.094
H 1.375 4.041 1.577 0.30 -0.27 -0.26 0.005
H 2.441 5.329 -0.541 0.03 -0.61 -0.02 0.007
H -0.097 2.049 -2.021 0.47 0.09 0.14 0.004
H -0.136 1.990 0.693 0.42 0.13 -0.16 0.007
O -1.361 -0.440 1.290 0.60 -1.73 -0.40 0.000
C -1.377 -0.549 -0.158 -0.06 0.80 -0.43 0.000
C -0.823 -1.932 -0.587 0.43 0.29 0.21 0.001
H -0.767 0.297 -0.558 -0.43 -0.68 0.14 0.000
H -2.420 -0.453 -0.517 0.51 0.10 0.38 0.000
C -0.845 -2.703 0.741 -0.68 0.41 -0.05 0.000
H 0.223 -1.846 -0.935 -0.52 -0.08 0.08 0.001
H -1.437 -2.361 -1.395 0.24 0.04 0.39 0.000
C -0.555 -1.577 1.732 0.61 0.51 -0.02 0.000
H -0.167 -3.560 0.799 0.02 0.24 0.01 0.000
H -1.868 -3.038 0.913 0.41 -0.04 0.18 0.000
H 0.526 -1.313 1.634 -0.60 0.01 0.30 0.000
H -0.771 -1.824 2.790 -0.06 0.32 -0.60 0.000
F 5.164 3.880 0.548 0.19 -0.10 0.13 0.006
C 4.678 3.109 1.566 -0.28 -0.59 1.34 0.012
C 3.555 2.332 1.366 0.05 0.35 0.34 0.063
C 3.075 1.658 2.469 1.10 0.59 0.49 0.012
F 1.946 0.897 2.366 0.03 -0.09 0.11 0.006
C 3.684 1.717 3.734 -0.29 0.04 -0.95 0.003
F 3.164 1.036 4.770 0.07 -0.06 0.37 0.002
C 4.843 2.474 3.902 -0.24 -0.08 -0.70 -0.001
F 5.478 2.500 5.089 0.01 0.04 0.03 0.000
C 5.352 3.167 2.804 -0.50 -0.10 -0.97 0.004
F 6.504 3.860 2.914 0.09 0.12 0.30 0.003
```
Positions in Å, forces in eV/Å.

Results
HOMO-LUMO gap (spin up / spin down): 4.47 / 6.68 eV
E_HOMO (spin up / spin down): -2.36 / -4.57 eV
Multiplicity: 6
ΔE to the lowest compared entry with this formula, charge and spin: 0.00 kJ/mol
Total charge: -1
<S²>: 8.765


Entry 2:
DFT (ωB97M-V/def2-TZVPD) results for a 7-piece molecular cluster, C61H73N3O3S2 overall.

```
142
Properties=species:S:1:pos:R:3:forces:R:3:lowdin_charge:R:1
C 1.324 5.304 2.566 -0.72 -0.31 -1.11 -0.164
C 0.389 4.085 3.164 -0.10 0.89 1.36 -0.274
C 1.166 2.652 3.342 -1.02 -0.55 -0.23 -0.209
C 2.000 2.146 2.020 -0.28 -0.49 -0.62 -0.191
C 1.058 1.147 1.067 -0.10 -2.12 -0.59 -0.025
C 1.243 -0.515 1.053 -1.67 3.39 -1.26 -0.046
C 2.386 -1.250 1.969 -0.76 -0.91 0.39 -0.168
C 3.483 -2.138 1.137 1.14 0.33 -0.37 -0.201
C 3.894 -1.542 -0.334 1.15 -0.74 -0.35 -0.192
C 5.076 -0.362 -0.263 -0.09 -1.75 -0.52 -0.154
N 4.895 0.608 -1.410 -0.97 4.43 -2.84 -0.183
C 4.180 1.921 -1.181 0.51 0.27 -2.41 -0.067
C 4.017 2.895 -2.490 2.92 -6.52 1.62 -0.061
C 4.772 1.960 -3.605 -0.52 -1.21 4.48 -0.084
C 5.302 0.557 -2.867 -2.02 3.97 -0.06 -0.057
C 0.231 -1.436 0.090 -1.73 4.59 -1.26 -0.107
S 0.345 -3.319 -0.044 -3.66 -5.52 2.73 0.774
C 1.578 -3.868 -1.397 0.96 -0.20 -1.77 -0.166
O 0.727 -3.998 1.328 -0.08 3.36 -4.40 -0.422
O -1.015 -3.990 -0.453 4.32 3.31 0.51 -0.413
C -0.920 -0.670 -0.796 1.37 -0.30 0.38 -0.052
O -1.915 -1.359 -1.679 1.76 2.31 3.51 -0.140
C -3.217 -1.046 -1.006 -1.60 -0.29 1.27 -0.169
C -4.286 -2.291 -1.034 1.01 -1.13 0.08 -0.272
C -4.456 -2.994 -2.525 -0.91 -0.07 0.37 -0.089
C -5.726 -1.878 -0.354 -0.80 0.59 0.11 -0.336
C -6.936 -1.637 -1.474 -0.39 0.19 0.75 -0.118
C -5.669 -0.503 0.562 0.27 -0.29 0.15 -0.127
C -1.046 0.986 -0.767 0.34 3.84 0.53 -0.117
N -1.984 1.921 -1.499 2.90 -1.38 2.59 -0.294
S -1.709 3.600 -1.104 2.99 -5.30 1.76 0.900
N -0.340 3.440 0.007 -0.91 -5.64 -0.96 -0.277
C -0.071 1.941 0.141 -0.93 -0.68 -0.84 -0.150
H 1.516 5.034 1.421 -0.09 0.72 2.50 0.056
H 0.704 6.323 2.531 1.40 -2.25 0.32 0.085
H 2.341 5.455 3.152 -2.20 -0.38 -1.23 0.085
H 0.072 4.433 4.261 0.62 -0.87 -2.25 0.109
H -0.642 3.992 2.574 2.56 0.08 1.04 0.099
H 0.316 1.836 3.534 1.89 1.70 -0.33 0.122
H 1.859 2.618 4.297 -1.29 0.38 -2.04 0.116
H 2.974 1.625 2.407 -1.93 0.69 -0.99 0.093
H 2.352 3.024 1.306 -0.90 -1.70 1.64 0.095
H 1.807 -2.016 2.677 1.17 1.69 -1.59 0.127
H 2.973 -0.536 2.696 -1.48 -1.01 -1.77 0.108
H 3.211 -3.268 0.997 0.10 2.31 0.50 0.092
H 4.483 -2.126 1.790 -2.13 -0.11 -1.35 0.126
H 4.415 -2.442 -0.922 -1.22 1.85 1.19 0.113
H 2.996 -1.204 -1.004 1.65 -0.34 1.55 0.098
H 5.064 0.134 0.798 0.00 -0.48 -2.32 0.126
H 6.117 -0.928 -0.411 -2.23 1.46 0.42 0.139
H 3.852 2.064 -0.066 0.59 -0.09 -2.52 0.077
H 3.520 3.953 -2.543 1.16 -2.52 0.14 0.079
H 4.874 2.301 -4.720 0.00 -1.17 2.45 0.070
H 5.903 -0.308 -3.388 -1.46 1.92 1.51 0.097
H 2.405 -4.598 -0.964 -1.89 1.82 -0.48 0.093
H 2.071 -2.947 -1.953 -1.03 -1.83 1.49 0.068
H 1.006 -4.476 -2.248 0.76 1.44 2.25 0.099
H -2.931 -0.877 0.137 -1.01 -0.11 -2.49 0.135
H -3.751 -0.101 -1.466 1.53 -1.74 0.79 0.129
H -3.827 -3.142 -0.339 -0.82 1.85 -1.51 0.134
H -4.783 -2.209 -3.355 0.94 -1.67 1.74 0.070
H -3.522 -3.623 -2.851 -1.69 1.54 0.70 0.092
H -5.358 -3.757 -2.427 1.85 1.52 -0.26 0.090
H -6.030 -2.749 0.399 0.57 1.78 -1.80 0.124
H -7.691 -0.862 -0.976 1.45 -1.80 -1.13 0.081
H -7.526 -2.646 -1.717 1.39 2.31 0.39 0.087
H -6.549 -1.125 -2.461 -0.68 -1.17 1.98 0.074
H -6.649 -0.369 1.228 2.03 -0.37 -1.69 0.091
H -4.777 -0.602 1.317 -1.66 0.41 -1.43 0.078
H -5.521 0.448 -0.138 -0.34 -2.00 1.65 0.093
C -4.456 -3.495 -7.736 -0.21 0.04 0.02 -0.096
C -4.781 -2.763 -6.595 -0.10 -0.05 -0.08 -0.098
C -6.116 -2.496 -6.295 0.03 -0.11 -0.18 -0.098
C -7.127 -2.958 -7.138 0.20 -0.02 -0.03 -0.097
C -6.801 -3.683 -8.284 0.11 0.04 0.10 -0.100
C -5.466 -3.953 -8.583 -0.02 0.10 0.17 -0.099
H -3.415 -3.709 -7.967 -0.14 0.04 0.03 0.099
H -3.993 -2.400 -5.940 -0.12 -0.07 -0.08 0.096
H -6.370 -1.928 -5.403 0.03 -0.08 -0.11 0.089
H -8.168 -2.753 -6.902 0.14 -0.02 -0.04 0.099
H -7.588 -4.039 -8.944 0.12 0.05 0.11 0.099
H -5.212 -4.520 -9.475 -0.04 0.08 0.13 0.099
C 6.768 8.123 2.668 -0.19 0.04 0.01 -0.093
C 6.442 8.856 3.809 -0.11 -0.06 -0.10 -0.096
C 5.107 9.123 4.110 0.02 -0.10 -0.16 -0.097
C 4.097 8.660 3.266 0.20 -0.02 -0.03 -0.099
C 4.423 7.936 2.120 0.11 0.03 0.09 -0.103
C 5.758 7.665 1.821 -0.03 0.10 0.16 -0.093
H 7.808 7.910 2.437 -0.12 0.03 0.05 0.085
H 7.230 9.219 4.464 -0.11 -0.07 -0.09 0.097
H 4.854 9.691 5.001 0.04 -0.08 -0.13 0.100
H 3.056 8.866 3.502 0.13 -0.02 -0.04 0.099
H 3.635 7.580 1.460 0.11 0.04 0.11 0.096
H 6.011 7.099 0.930 -0.04 0.07 0.13 0.101
C -3.313 -3.814 4.899 -0.19 -0.04 -0.13 -0.095
C -4.543 -3.852 5.555 0.01 -0.03 -0.14 -0.099
C -5.697 -4.203 4.855 0.14 0.02 -0.09 -0.104
C -5.621 -4.514 3.497 0.15 0.09 0.10 -0.099
C -4.392 -4.467 2.839 -0.03 0.05 0.15 -0.094
C -3.238 -4.119 3.540 -0.08 0.03 0.08 -0.084
H -2.413 -3.546 5.447 -0.12 -0.03 -0.08 0.099
H -4.603 -3.607 6.613 0.01 -0.05 -0.15 0.099
H -6.655 -4.236 5.367 0.12 -0.01 -0.07 0.095
H -6.519 -4.791 2.952 0.08 0.02 0.08 0.092
H -4.334 -4.703 1.779 0.02 0.01 0.15 0.096
H -2.280 -4.085 3.028 -0.12 -0.02 0.03 0.100
C -9.313 -2.948 3.552 -0.14 -0.04 -0.10 -0.095
C -10.543 -2.985 4.208 0.00 -0.05 -0.16 -0.095
C -11.697 -3.337 3.508 0.16 0.00 -0.11 -0.098
C -11.621 -3.648 2.150 0.16 0.07 0.12 -0.097
C -10.392 -3.601 1.492 -0.01 0.02 0.15 -0.094
C -9.238 -3.253 2.193 -0.17 0.00 0.11 -0.097
H -8.413 -2.680 4.099 -0.10 -0.02 -0.09 0.092
H -10.603 -2.741 5.265 0.01 -0.04 -0.16 0.100
H -12.655 -3.370 4.020 0.14 0.00 -0.07 0.100
H -12.519 -3.925 1.605 0.12 0.04 0.07 0.100
H -10.334 -3.837 0.432 -0.01 0.03 0.16 0.100
H -8.280 -3.219 1.681 -0.11 0.01 0.06 0.083
C 3.019 -6.929 -6.184 0.01 0.18 0.10 -0.094
C 2.519 -5.902 -6.984 0.07 0.04 0.15 -0.095
C 2.549 -4.585 -6.528 0.06 -0.12 0.11 -0.094
C 3.075 -4.294 -5.269 -0.03 -0.18 -0.06 -0.101
C 3.566 -5.322 -4.465 -0.09 -0.03 -0.16 -0.109
C 3.540 -6.639 -4.922 -0.07 0.10 -0.11 -0.096
H 3.002 -7.955 -6.542 -0.01 0.15 0.06 0.101
H 2.107 -6.129 -7.964 0.07 0.04 0.15 0.101
H 2.162 -3.784 -7.154 0.06 -0.12 0.10 0.101
H 3.100 -3.267 -4.915 -0.01 -0.11 -0.05 0.097
H 3.971 -5.096 -3.481 -0.02 -0.03 -0.13 0.092
H 3.925 -7.440 -4.297 -0.05 0.12 -0.09 0.101
C 11.017 8.058 2.321 0.09 0.04 0.18 -0.102
C 12.083 7.195 2.572 -0.05 0.09 0.11 -0.097
C 12.808 7.307 3.758 -0.14 0.13 -0.02 -0.097
C 12.470 8.287 4.692 -0.09 -0.02 -0.18 -0.097
C 11.410 9.157 4.436 0.03 -0.12 -0.09 -0.096
C 10.682 9.042 3.252 0.13 -0.14 0.02 -0.104
H 10.447 7.966 1.400 0.09 0.02 0.11 0.099
H 12.348 6.433 1.844 -0.05 0.11 0.12 0.100
H 13.636 6.632 3.955 -0.12 0.10 -0.03 0.100
H 13.033 8.374 5.617 -0.07 -0.01 -0.13 0.100
H 11.150 9.925 5.161 0.04 -0.12 -0.11 0.100
H 9.855 9.718 3.055 0.11 -0.08 0.02 0.097
```
Positions in Å, forces in eV/Å.

Results
HOMO-LUMO gap: 5.82 eV
E_HOMO: -7.76 eV
SMILES string: CCCCc1c(CCCCn2cccc2)c(S(C)(=O)=O)c(OC[C@H](C)C(C)C)c2nsnc12.c1ccccc1.c1ccccc1.c1ccccc1.c1ccccc1.c1ccccc1.c1ccccc1
Total charge: 0